(a)
{
  "formula": "C3H12N3O",
  "method": "wB97M-V/def2-TZVPD",
  "gap_ev": 10.6607,
  "lumo_ev": -3.15,
  "charge": 1,
  "species": ["O", "N", "N", "N", "C", "C", "C", "H", "H", "H", "H", "H", "H", "H", "H", "H", "H", "H", "H"],
  "coordinates": [[-1.542, -0.807, -2.111], [0.784, 0.873, 2.488], [1.943, 0.266, 0.568], [-1.795, -0.763, 0.223], [1.947, -0.139, -0.838], [0.852, 0.601, 1.206], [-1.982, -0.016, -1.020], [-1.399, 0.912, -1.017], [1.583, 0.783, 3.091], [-2.118, -0.640, -2.850], [1.007, 0.136, -1.305], [-2.671, -1.228, 0.416], [-0.109, 1.048, 2.921], [-0.005, 0.768, 0.571], [-1.182, -1.533, -0.055], [2.143, -1.209, -0.892], [-3.028, 0.266, -1.125], [2.803, 0.340, 1.095], [2.768, 0.343, -1.366]],
  "mulliken_charge": [-0.52, -0.31, -0.17, -0.59, -0.69, 0.33, -0.27, 0.24, 0.22, 0.32, 0.28, 0.30, 0.27, 0.17, 0.23, 0.28, 0.38, 0.22, 0.33]
}

(b)
{
  "formula": "C3H12N3O",
  "method": "wB97M-V/def2-TZVPD",
  "gap_ev": 11.2702,
  "lumo_ev": -2.90,
  "charge": 1,
  "species": ["O", "N", "N", "N", "C", "C", "C", "H", "H", "H", "H", "H", "H", "H", "H", "H", "H", "H", "H"],
  "coordinates": [[-0.432, 1.480, 0.949], [0.661, -0.197, -2.294], [1.218, -0.238, -0.123], [-0.592, -1.507, -0.678], [0.114, 2.144, 2.108], [0.338, -0.634, -1.081], [-1.175, -1.651, 0.655], [-0.264, 3.181, 2.069], [-1.036, -0.744, 1.298], [1.189, 2.090, 2.198], [-0.429, 1.786, 2.986], [1.821, 0.555, -0.261], [1.370, 0.455, -2.574], [-0.974, -2.163, -1.353], [-0.108, -0.283, -2.946], [0.973, -0.371, 0.858], [-0.657, -2.464, 1.197], [-0.940, 2.157, 0.487], [-2.237, -1.755, 0.636]],
  "mulliken_charge": [-0.43, -0.44, -0.43, -0.15, -0.67, 0.71, -0.80, 0.31, 0.23, 0.25, 0.28, 0.23, 0.23, 0.24, 0.23, 0.25, 0.34, 0.29, 0.33]
}

Stability ranking, top entry: (a); the second entry is 0.111 eV less favorable.

(a)
{
  "formula": "C9H13N2O",
  "method": "wB97M-V/def2-TZVPD",
  "gap_ev": 9.0503,
  "lumo_ev": -3.83,
  "charge": 1,
  "species": ["O", "N", "N", "C", "C", "C", "C", "C", "C", "C", "C", "C", "H", "H", "H", "H", "H", "H", "H", "H", "H", "H", "H", "H", "H"],
  "coordinates": [[1.608, -0.957, -0.240], [-0.444, 3.095, 0.164], [-1.069, -0.205, -0.059], [-2.428, 0.591, -0.148], [-1.221, -1.455, -0.855], [3.457, 0.122, 0.138], [1.287, 0.382, -0.024], [-1.102, -0.489, 1.368], [2.409, 1.053, 0.301], [-0.258, 2.078, -0.310], [0.002, 0.714, -0.537], [2.919, -1.098, -0.048], [-2.840, 0.866, -1.093], [2.561, 2.115, 0.280], [-0.777, 0.347, 1.887], [-0.385, -1.209, 1.613], [-2.394, 1.366, 0.562], [4.410, 0.273, 0.449], [-3.140, -0.059, 0.164], [-2.124, -1.937, -0.409], [-1.425, -1.368, -1.892], [-0.431, -2.195, -0.646], [-2.029, -0.692, 1.783], [3.394, -1.996, -0.400], [0.019, 0.657, -2.049]],
  "mulliken_charge": [-0.20, -0.39, -0.01, -1.31, -0.87, -0.64, -0.17, -0.99, -0.59, -0.25, 1.03, -0.30, 0.35, 0.44, 0.51, 0.42, 0.64, 0.48, 0.53, 0.42, 0.42, 0.32, 0.43, 0.38, 0.34]
}

(b)
{
  "formula": "C9H13N2O",
  "method": "wB97M-V/def2-TZVPD",
  "gap_ev": [7.0670, 7.0733],
  "lumo_ev": [-3.82, -3.80],
  "charge": 1,
  "species": ["O", "N", "N", "C", "C", "C", "C", "C", "C", "C", "C", "C", "H", "H", "H", "H", "H", "H", "H", "H", "H", "H", "H", "H", "H"],
  "coordinates": [[-2.524, 0.649, 0.958], [-1.109, -0.716, -1.605], [-1.058, -1.788, 0.409], [2.540, 1.243, -0.585], [3.390, 0.592, 0.299], [-1.505, 1.421, 0.809], [2.974, -0.573, 0.925], [0.848, -0.437, -0.210], [-0.484, -0.978, -0.467], [1.717, -1.090, 0.673], [1.282, 0.735, -0.842], [-3.500, 0.466, 0.138], [0.620, 1.279, -1.498], [-0.644, -1.948, 1.313], [3.635, -1.081, 1.609], [-0.652, -0.164, -2.313], [2.858, 2.152, -1.069], [-4.275, -0.196, 0.470], [-3.641, 1.100, -0.724], [-1.455, 2.142, 0.006], [1.432, -2.024, 1.133], [-0.814, 1.468, 1.627], [-2.038, -1.060, -1.794], [4.373, 0.989, 0.498], [-1.970, -2.182, 0.239]],
  "mulliken_charge": [-0.15, -0.26, -0.31, -0.88, -0.43, -0.47, -0.74, 0.94, 0.58, -0.41, -0.41, -0.59, 0.30, 0.20, 0.41, 0.19, 0.41, 0.32, 0.33, 0.32, 0.39, 0.35, 0.26, 0.41, 0.24]
}

Stability ranking, top entry: (b); the second entry is 2.290 eV less favorable.

(a)
{
  "formula": "C19H24N4O3",
  "method": "wB97M-V/def2-TZVPD",
  "gap_ev": 8.4448,
  "lumo_ev": 0.67,
  "species": ["O", "O", "O", "N", "N", "N", "N", "C", "C", "C", "C", "C", "C", "C", "C", "C", "C", "C", "C", "C", "C", "C", "C", "C", "C", "C", "H", "H", "H", "H", "H", "H", "H", "H", "H", "H", "H", "H", "H", "H", "H", "H", "H", "H", "H", "H", "H", "H", "H", "H"],
  "coordinates": [[-0.876, 0.812, 0.769], [-3.502, 1.230, 0.133], [-0.381, -1.843, -2.432], [-1.014, 1.889, -1.266], [0.934, -2.849, -0.037], [-0.168, 2.695, -0.780], [-0.255, -1.952, -0.044], [-3.059, -1.076, -0.317], [2.362, -1.143, 0.703], [4.529, -2.732, 0.071], [1.848, 3.502, 0.301], [1.205, 2.783, -0.433], [3.324, -2.871, -0.212], [-1.858, -0.432, -1.256], [2.010, 1.874, -1.279], [3.239, 1.615, -0.981], [-4.102, -0.118, -0.500], [-1.121, 0.653, -0.427], [4.746, -1.614, 0.743], [3.158, 3.386, 0.695], [2.194, -2.194, 0.082], [3.711, -0.679, 1.161], [-0.708, -1.712, -1.327], [3.979, 2.332, -0.122], [-5.212, -0.343, 0.384], [-5.082, -0.732, 1.973], [-3.461, -2.037, -0.655], [0.713, -3.354, -0.676], [1.646, -0.567, 1.281], [1.367, 1.161, -1.792], [3.775, 0.932, -1.728], [1.236, 4.284, 1.188], [-0.655, 3.483, -0.115], [-6.080, 0.309, 0.300], [-5.612, -1.476, -0.050], [-3.283, 1.055, 1.099], [-2.173, -0.297, -2.135], [3.733, 4.176, 1.327], [-4.284, -1.567, 2.017], [-2.705, -1.180, 0.530], [-6.204, -0.942, 2.409], [-1.144, 1.892, -2.129], [-4.531, 0.339, -1.453], [4.895, 2.509, 0.097], [-4.718, 0.234, 2.305], [-0.431, -1.411, 0.714], [3.712, 0.334, 1.774], [3.148, -3.985, -0.967], [5.403, -3.249, 0.028], [5.752, -1.124, 1.027]],
  "mulliken_charge": [-0.70, -0.58, -0.58, -0.25, -0.64, -0.25, 0.02, -1.43, 0.59, -1.32, -0.02, 0.64, -0.08, -0.87, -0.21, -0.25, 0.24, 0.43, -0.21, -0.45, 0.86, -0.93, 0.25, -1.06, -0.89, -0.90, 0.44, 0.28, 0.20, 0.30, 0.21, 0.00, 0.25, 0.41, 0.25, 0.28, 1.40, 0.31, 0.24, 0.94, 0.31, 0.08, 0.31, 0.70, 0.30, 0.37, 0.36, -0.08, 0.52, 0.23]
}

(b)
{
  "formula": "C19H24N4O3",
  "method": "wB97M-V/def2-TZVPD",
  "gap_ev": 8.5658,
  "smiles": "CC#CC[C@H](NC(=O)c1ncn2ccccc12)C(=O)N[C@H](CO)CCC",
  "lumo_ev": 0.44,
  "species": ["O", "O", "O", "N", "N", "N", "N", "C", "C", "C", "C", "C", "C", "C", "C", "C", "C", "C", "C", "C", "C", "C", "C", "C", "C", "C", "H", "H", "H", "H", "H", "H", "H", "H", "H", "H", "H", "H", "H", "H", "H", "H", "H", "H", "H", "H", "H", "H", "H", "H"],
  "coordinates": [[1.771, 2.793, -3.129], [1.869, 0.734, 1.331], [-2.967, 0.360, -0.366], [-1.650, -1.555, -3.123], [-3.669, -1.732, -4.000], [1.331, 1.372, -0.770], [-0.820, -0.293, -0.789], [-0.209, -1.130, 1.469], [3.641, 1.177, -1.567], [-2.155, -0.225, -1.062], [1.086, 0.738, 0.396], [2.255, 3.295, -1.885], [-6.161, -0.858, -3.263], [6.059, 0.838, -2.204], [2.566, 2.103, -1.001], [-3.816, -0.999, -2.830], [-1.515, -1.751, 1.680], [-3.939, -2.794, 1.987], [-2.339, -2.037, -4.123], [-0.279, 0.058, 0.502], [-5.967, -1.617, -4.464], [-4.739, -2.039, -4.813], [-2.599, -2.236, 1.831], [4.998, 1.838, -1.764], [-5.113, -0.553, -2.463], [-2.540, -0.908, -2.313], [0.214, -0.782, 2.410], [6.181, 0.048, -1.462], [-3.998, -3.430, 2.870], [-0.959, 0.803, 0.926], [3.744, 0.342, -0.868], [2.903, 2.483, -0.033], [0.488, -1.876, 1.072], [-7.156, -0.526, -2.998], [-4.673, -1.994, 2.091], [-6.804, -1.860, -5.102], [1.496, 3.913, -1.394], [-4.212, -3.392, 1.117], [3.155, 3.900, -2.023], [1.507, 3.531, -3.685], [-1.954, -2.606, -4.953], [-5.219, 0.017, -1.552], [5.309, 2.316, -0.829], [0.645, 1.350, -1.508], [3.288, 0.761, -2.515], [-4.521, -2.615, -5.700], [-0.268, -0.858, -1.419], [5.780, 0.366, -3.148], [7.028, 1.318, -2.345], [4.922, 2.633, -2.511]],
  "mulliken_charge": [-0.53, -0.71, -0.73, -0.55, 0.08, -0.11, -0.12, -0.58, -0.71, -0.26, -0.18, -1.05, -0.40, -1.36, -0.17, 0.47, -0.15, -1.23, -0.44, 0.48, -0.53, -0.30, 0.24, -0.25, -0.64, 1.04, 0.35, 0.33, 0.32, 0.26, 0.42, 0.47, 0.33, 0.42, 0.31, 0.38, 0.44, 0.30, 0.50, 0.31, 0.40, 0.49, 0.31, 0.37, 0.25, 0.36, 0.38, 0.34, 0.39, 0.26]
}

Stability ranking, top entry: (b); the second entry is 16.954 eV less favorable.